1.
Computed, not measured: a gas-phase ion, C2HN2O3S (charge -1) in a non-equilibrium geometry, with ωB97M-V with the def2-TZVPD basis set.

Last column: natural (NBO) charge in e.
CARTESIAN COORDINATES (ANGSTROEM)
C (-0.46681, 0.01256, -0.03223)  0.40
C (-1.96821, -1.31183, -1.91077)  0.12
N (-1.25765, -0.71055, -0.80377)  -0.32
N (-2.40162, -1.47144, -0.66930)  -0.36
O (2.72253, -0.23167, 0.75055)  -0.97
O (0.45190, 0.80994, -0.59190)  -0.74
O (1.53278, 1.75335, 1.62940)  -0.98
S (2.11813, 1.07303, 0.48728)  1.68
H (-0.73104, 0.07660, 1.14074)  0.17

Properties
Charge: -1
E_HOMO (eV): -4.777
Kohn-Sham gap (eV): 8.547
ΔE to the lowest compared entry with this formula, charge and spin (kJ/mol): 338.48
Total energy (Eh): -810.15530

2.
Computed, not measured: 8 unconnected molecules or ions with the total composition C28H39BN7 in a non-equilibrium geometry, with ωB97M-V with the def2-TZVPD basis set.

Last column: Löwdin charge in e.
CARTESIAN COORDINATES (ANGSTROEM)
B (0.25603, 0.63579, -0.49308)  -0.44
H (-0.30097, 1.26479, 0.46992)  -0.02
H (0.52903, 1.37679, -1.26108)  -0.11
H (1.38203, 0.25479, -0.09208)  -0.04
H (-0.48497, -0.15621, -0.93008)  -0.06
N (-2.52697, -3.49221, 0.10092)  -0.05
C (-1.51797, -3.50121, -0.79508)  -0.14
C (-1.91397, -4.52621, -1.81408)  -0.12
C (-3.18597, -5.13421, -1.36908)  -0.12
C (-3.47697, -4.46021, -0.13108)  -0.15
H (-2.29697, -2.99421, 1.04492)  0.12
H (-0.64497, -2.82221, -0.44908)  0.13
H (-1.19997, -4.65721, -2.79408)  0.11
H (-3.94297, -5.86521, -1.84608)  0.10
H (-4.22297, -4.38721, 0.55692)  0.06
N (-0.65897, 4.15579, -2.00208)  -0.05
C (-0.60597, 4.48379, -3.31908)  -0.14
C (-1.07597, 5.96879, -3.48708)  -0.08
C (-1.38897, 6.41379, -2.07008)  -0.09
C (-1.25597, 5.18079, -1.17508)  -0.09
H (-0.37397, 3.17079, -1.58308)  0.15
H (-0.30097, 3.69979, -4.11808)  0.12
H (-1.12197, 6.47179, -4.44808)  0.04
H (-1.65797, 7.40379, -1.76008)  0.04
H (-1.20497, 4.91979, -0.16308)  0.05
N (2.20403, -0.48921, -3.07108)  -0.05
C (1.50903, -1.09621, -4.10408)  -0.14
C (2.47903, -1.65721, -5.15208)  -0.07
C (3.80603, -1.27221, -4.54908)  -0.10
C (3.61403, -0.50221, -3.19908)  -0.09
H (1.89203, -0.15221, -2.11208)  0.09
H (0.28003, -1.33021, -4.04908)  0.16
H (2.15703, -2.06121, -5.99108)  0.00
H (4.74803, -1.57121, -4.94108)  0.03
H (4.43303, -0.19721, -2.50208)  0.09
N (-1.72597, -0.93521, 1.94192)  0.01
C (-3.05497, -0.87421, 2.09492)  -0.10
C (-3.46797, -1.99221, 3.05292)  -0.09
C (-2.18697, -2.63221, 3.49892)  -0.08
C (-1.06397, -1.95421, 2.65392)  -0.05
H (-1.17397, -0.32021, 1.38692)  0.06
H (-3.58897, -0.21621, 1.65492)  0.01
H (-4.43797, -2.51121, 3.42992)  0.10
H (-1.94397, -3.63821, 4.11492)  0.12
H (-0.18297, -2.10821, 2.55292)  -0.01
N (2.13303, 1.58179, 2.68492)  -0.02
C (1.84703, 1.89479, 3.96892)  -0.13
C (3.09403, 2.34679, 4.54792)  -0.08
C (4.27303, 2.20879, 3.47892)  -0.01
C (3.46603, 1.73579, 2.28592)  -0.11
H (1.61303, 1.21179, 1.95792)  0.05
H (0.85503, 1.80979, 4.35392)  0.09
H (3.22103, 2.48479, 5.60492)  0.05
H (5.20403, 2.52779, 3.61492)  0.00
H (3.69903, 1.32279, 1.22592)  0.12
N (-4.99097, 1.31879, -0.39608)  -0.05
C (-3.67997, 1.79079, -0.23308)  -0.12
C (-3.71897, 3.16379, 0.43592)  -0.06
C (-5.17497, 3.50079, 0.57392)  -0.07
C (-5.88497, 2.29079, 0.03692)  -0.15
H (-5.34297, 0.33179, -0.45608)  0.16
H (-2.77397, 1.07379, -0.49808)  0.12
H (-2.68497, 3.54079, 0.56192)  0.05
H (-5.66197, 4.43179, 0.70292)  0.05
H (-6.97097, 2.05379, -0.02108)  0.09
N (4.35503, -3.39721, 0.35692)  -0.10
C (4.03403, -2.10521, 0.57992)  -0.13
C (4.70803, -1.72821, 1.91592)  -0.06
C (5.38703, -2.97221, 2.32192)  -0.09
C (4.97003, -4.01121, 1.31592)  -0.19
H (4.01303, -3.86821, -0.56008)  0.20
H (3.23203, -1.44221, 0.08192)  0.10
H (4.64903, -0.69721, 2.32692)  0.05
H (5.99703, -3.10821, 3.16792)  0.04
H (5.03403, -5.18521, 1.27792)  0.13

Properties
Charge: -1
E_HOMO (eV): -5.419
Kohn-Sham gap (eV): 8.014
ΔE to the lowest compared entry with this formula, charge and spin (kJ/mol): 927.16
Total energy (Eh): -1497.95637

3.
Computed, not measured: a molecular structure, C21H32NO10PPbS2, with ωB97M-V with the def2-TZVPD basis set.

Last column: natural (NBO) charge in e.
CARTESIAN COORDINATES (ANGSTROEM)
Pb (0.58836, 0.91182, -0.80740)  1.58
O (-1.05136, 2.91747, -2.11441)  -0.74
C (-0.86558, 4.10460, -1.36992)  -0.08
C (-0.71379, 3.85390, 0.12635)  -0.25
N (0.48252, 3.09424, 0.53243)  -0.50
C (1.72704, 3.82798, 0.29973)  -0.35
C (2.30408, 3.68713, -1.13569)  0.77
O (2.83600, 4.69016, -1.62464)  -0.72
O (2.22165, 2.52815, -1.64453)  -0.82
C (0.33284, 2.69749, 1.93202)  -0.35
C (-0.76108, 1.62072, 2.12288)  0.77
O (-1.37512, 1.62599, 3.19236)  -0.71
O (-0.89523, 0.80220, 1.15715)  -0.83
H (-1.91712, 2.51403, -1.93066)  0.50
H (0.02880, 4.58009, -1.76909)  0.20
H (-1.70624, 4.79184, -1.52011)  0.16
H (-0.71573, 4.82878, 0.63894)  0.17
H (-1.58721, 3.28948, 0.46364)  0.22
H (1.62761, 4.89178, 0.54508)  0.18
H (2.49713, 3.39409, 0.94073)  0.22
H (1.26520, 2.23169, 2.25580)  0.23
H (0.11140, 3.55414, 2.57925)  0.18
C (6.24534, 0.92640, 3.67431)  -0.25
O (6.40100, -0.30820, 3.01157)  -0.50
C (5.41731, -0.65957, 2.13141)  0.34
C (5.60220, -1.90055, 1.48974)  -0.35
C (4.65851, -2.31903, 0.59538)  -0.15
C (3.51056, -1.56748, 0.26612)  -0.30
C (2.57021, -2.09165, -0.70193)  0.58
C (2.71888, -3.54249, -1.15545)  -0.71
O (1.64665, -1.45762, -1.20939)  -0.63
C (3.31101, -0.29524, 0.91856)  0.48
O (2.32201, 0.48756, 0.76797)  -0.80
C (4.31736, 0.10276, 1.86301)  -0.40
H (7.12671, 1.04291, 4.30267)  0.18
H (5.34829, 0.93509, 4.30066)  0.18
H (6.19099, 1.76066, 2.96927)  0.18
H (6.48419, -2.48694, 1.71127)  0.20
H (4.81331, -3.26954, 0.10207)  0.20
H (2.79725, -4.22303, -0.30764)  0.21
H (3.60746, -3.65381, -1.78012)  0.22
H (1.84097, -3.79270, -1.74601)  0.23
H (4.15270, 1.05984, 2.33996)  0.22
C (-3.67712, -4.19634, -2.24664)  -0.63
C (-2.90279, -3.06946, -2.92373)  0.13
C (-1.70013, -2.62610, -2.09883)  -0.64
O (-3.77776, -2.00720, -3.27834)  -0.85
P (-4.49977, -0.84248, -2.40802)  1.67
S (-6.38209, -0.77286, -3.00436)  -0.75
S (-3.40409, 0.79933, -2.52671)  -0.78
O (-4.39318, -1.56451, -0.95252)  -0.88
C (-4.87480, -1.12547, 0.32939)  0.13
C (-5.27314, 0.34133, 0.42809)  -0.65
C (-3.79832, -1.46161, 1.35003)  -0.63
H (-3.02220, -5.05524, -2.07813)  0.19
H (-4.52012, -4.49991, -2.86884)  0.21
H (-4.06230, -3.84466, -1.28988)  0.23
H (-2.54253, -3.42749, -3.89419)  0.16
H (-2.01403, -2.32093, -1.10326)  0.23
H (-1.20163, -1.78018, -2.57217)  0.23
H (-0.99199, -3.45394, -2.01087)  0.19
H (-5.76376, -1.73872, 0.53116)  0.16
H (-4.39043, 0.97370, 0.35975)  0.23
H (-5.75457, 0.50553, 1.39500)  0.19
H (-5.96768, 0.60992, -0.36723)  0.24
H (-2.91321, -0.84790, 1.18633)  0.25
H (-3.52238, -2.51659, 1.27205)  0.19
H (-4.16702, -1.26340, 2.35859)  0.20

Properties
Charge: -2
E_HOMO (eV): -2.291
Kohn-Sham gap (eV): 6.314
ΔE to the lowest compared entry with this formula, charge and spin (kJ/mol): 43.09
Total energy (Eh): -2957.42492

4.
Computed, not measured: CH2N4O2 in the gas phase in a non-equilibrium geometry, with ωB97M-V with the def2-TZVPD basis set.

Last column: natural (NBO) charge in e.
CARTESIAN COORDINATES (ANGSTROEM)
N (1.85227, 1.89541, -0.74016)  -0.27
C (1.20512, 1.03286, -0.31030)  0.38
N (0.23098, 0.21724, 0.06210)  -0.22
N (-1.12806, 0.12884, -0.80946)  -0.66
N (0.33898, -1.00580, 0.84801)  0.66
O (1.37572, -1.10838, 1.44452)  -0.33
O (-0.60215, -1.75265, 0.91994)  -0.35
H (-1.44344, 1.04590, -1.17919)  0.40
H (-1.82943, -0.45341, -0.23546)  0.41

Properties
Charge: 0
E_HOMO (eV): -10.351
Kohn-Sham gap (eV): 9.963
ΔE to the lowest compared entry with this formula, charge and spin (kJ/mol): 509.81
Total energy (Eh): -408.59136
SMILES string: N#CN(N)[N+](=O)[O-]

5.
Computed, not measured: C4H10N2O in the gas phase in a non-equilibrium geometry, with ωB97M-V with the def2-TZVPD basis set.

Last column: natural (NBO) charge in e.
CARTESIAN COORDINATES (ANGSTROEM)
C (0.23406, -1.86453, 1.33430)  -0.62
C (-0.13683, -0.72191, 0.42521)  -0.08
C (-0.89093, 0.52638, 1.26050)  -0.21
N (-0.86257, 1.74141, 0.50258)  -0.84
N (1.02909, -0.24588, -0.28602)  -0.65
C (0.84881, 0.34018, -1.56797)  0.52
O (-0.21820, 0.27866, -2.11157)  -0.59
H (1.25438, -1.71880, 1.70462)  0.20
H (0.27804, -2.84421, 0.88157)  0.22
H (-0.37560, -1.84025, 2.24397)  0.22
H (-0.96156, -0.91839, -0.26076)  0.23
H (-1.88477, 0.27807, 1.59990)  0.20
H (-0.25402, 0.76496, 2.11165)  0.17
H (-1.57476, 1.98392, -0.16984)  0.37
H (-0.01357, 1.81693, -0.03438)  0.35
H (1.95266, -0.15464, 0.10370)  0.40
H (1.85777, 0.65562, -1.91014)  0.12

Properties
Charge: 0
E_HOMO (eV): -8.473
Kohn-Sham gap (eV): 9.395
ΔE to the lowest compared entry with this formula, charge and spin (kJ/mol): 161.61
Total energy (Eh): -343.13991
SMILES string: C[C@@H](CN)NC=O

6.
Computed, not measured: a molecular structure, C41H45BCdINO4P2S, with ωB97M-V with the def2-TZVPD basis set.

Last column: Löwdin charge in e.
CARTESIAN COORDINATES (ANGSTROEM)
Cd (-1.10589, 1.13593, 1.21203)  1.21
C (0.51461, -1.12763, -6.14891)  -0.41
S (0.39025, -2.82645, -5.55752)  0.80
C (1.63937, -2.86018, -4.24246)  -0.49
C (1.11606, -2.54866, -2.84457)  -0.24
C (0.55266, -1.14112, -2.76224)  -0.27
N (0.18768, -0.69658, -1.40508)  -0.48
P (-1.34446, -0.97501, -0.70672)  0.95
C (-1.45102, -2.76712, -0.44215)  -0.36
C (-2.63836, -3.47685, -0.60456)  -0.09
C (-2.70063, -4.82545, -0.27469)  -0.08
C (-1.58171, -5.47250, 0.22675)  -0.08
C (-0.39884, -4.76662, 0.41018)  -0.08
C (-0.33668, -3.42099, 0.08589)  -0.11
C (-2.51986, -0.62324, -2.04338)  -0.37
C (-3.13456, 0.62884, -2.04296)  -0.10
C (-3.95462, 1.01438, -3.09701)  -0.06
C (-4.17251, 0.14726, -4.15667)  -0.08
C (-3.56584, -1.10448, -4.17150)  -0.07
C (-2.74449, -1.48472, -3.12373)  -0.12
P (1.17137, 0.42247, -0.58419)  0.95
C (2.83252, -0.30740, -0.71811)  -0.36
C (3.69566, -0.12453, -1.79564)  -0.10
C (4.90281, -0.80948, -1.84791)  -0.07
C (5.25815, -1.68258, -0.82843)  -0.08
C (4.40927, -1.86267, 0.25632)  -0.08
C (3.20669, -1.17400, 0.31080)  -0.11
C (1.21656, 1.87473, -1.68422)  -0.39
C (0.17056, 2.12934, -2.56512)  -0.09
C (0.10057, 3.33495, -3.25032)  -0.06
C (1.08151, 4.29642, -3.06757)  -0.07
C (2.13723, 4.04867, -2.19818)  -0.08
C (2.20197, 2.84785, -1.50896)  -0.12
H (-0.11522, -1.05879, -7.03507)  0.03
H (1.53855, -0.89418, -6.43963)  0.04
H (0.16284, -0.39241, -5.42709)  0.02
H (2.44977, -2.17870, -4.51581)  0.08
H (2.05757, -3.86661, -4.26820)  0.07
H (1.93011, -2.64225, -2.11689)  0.11
H (0.36007, -3.28743, -2.56994)  0.10
H (-0.32228, -1.03831, -3.40669)  0.07
H (1.29475, -0.43785, -3.15461)  0.10
H (-3.52143, -2.98376, -0.99020)  0.10
H (-3.62542, -5.36962, -0.41416)  0.11
H (-1.62996, -6.52360, 0.47975)  0.10
H (0.47668, -5.26413, 0.80712)  0.10
H (0.59108, -2.87786, 0.22534)  0.09
H (-2.94825, 1.34210, -1.24718)  0.07
H (-4.40868, 1.99608, -3.08523)  0.11
H (-4.81223, 0.44761, -4.97692)  0.10
H (-3.72412, -1.77797, -5.00367)  0.11
H (-2.26546, -2.45681, -3.15679)  0.10
H (3.42924, 0.55412, -2.59734)  0.11
H (5.56816, -0.66271, -2.68896)  0.11
H (6.19972, -2.21412, -0.87257)  0.10
H (4.68708, -2.52903, 1.06233)  0.10
H (2.55436, -1.29708, 1.16982)  0.10
H (-0.62464, 1.40469, -2.68938)  0.09
H (-0.73824, 3.52919, -3.90544)  0.11
H (1.01500, 5.24371, -3.58592)  0.11
H (2.90108, 4.79974, -2.04419)  0.10
H (3.02176, 2.68148, -0.81786)  0.11
C (-2.38755, -1.37997, 6.00032)  -0.01
C (-1.38875, -0.44117, 5.35716)  -0.49
C (-1.11853, 0.75221, 6.25818)  -0.01
O (-1.98094, 0.08577, 4.13466)  0.02
B (-0.96344, 0.25385, 3.21639)  -0.67
O (0.22070, -0.31697, 3.66109)  0.00
C (-0.09629, -1.12109, 4.83048)  -0.49
C (1.08332, -1.06648, 5.77805)  -0.01
C (-0.31874, -2.54179, 4.33518)  -0.01
H (-3.26372, -0.81422, 6.31853)  0.09
H (-1.95765, -1.86022, 6.88291)  0.10
H (-2.71754, -2.15367, 5.31104)  0.08
H (-2.04848, 1.30645, 6.38432)  0.10
H (-0.38195, 1.42502, 5.81819)  0.10
H (-0.76286, 0.43978, 7.24149)  0.09
H (1.36444, -0.04290, 6.01469)  0.09
H (1.94228, -1.55625, 5.31770)  0.09
H (0.85712, -1.58914, 6.71100)  0.10
H (-1.16013, -2.59461, 3.64278)  0.09
H (-0.50421, -3.23088, 5.16033)  0.09
H (0.57651, -2.86995, 3.80503)  0.09
I (2.21368, 6.94765, 4.13455)  0.86
C (0.98952, 5.95263, 2.78722)  -0.75
C (-0.12804, 6.59864, 2.27476)  -0.14
C (-0.94072, 5.93460, 1.36954)  -0.01
C (-0.66414, 4.62724, 0.98209)  -0.14
C (0.45803, 4.00351, 1.51114)  -0.06
C (1.29571, 4.65453, 2.40652)  -0.15
C (-1.59914, 3.98232, -0.00836)  -0.61
O (-2.28266, 4.69097, -0.72414)  0.05
O (-1.70524, 2.68441, 0.00647)  -0.27
H (-0.35930, 7.61079, 2.57638)  0.09
H (-1.80466, 6.42315, 0.94028)  0.12
H (0.72392, 2.99995, 1.20059)  0.05
H (2.17154, 4.15777, 2.79963)  0.09

Properties
Charge: 0
E_HOMO (eV): -8.261
Kohn-Sham gap (eV): 8.464
ΔE to the lowest compared entry with this formula, charge and spin (kJ/mol): 36.07
Total energy (Eh): -3516.40491